Model w:
114
Properties=species:S:1:pos:R:3:lowdin_charge:R:1 method="wB97M-V/def2-TZVPD" multiplicity=1 charge=0
C -2.45673 3.61935 -0.03035 -0.03
O -1.52733 2.82899 -0.80873 -0.21
H -2.20055 3.78821 1.01559 0.10
H -2.74058 4.58215 -0.45526 0.09
H -3.40448 3.08392 0.02621 0.08
H -0.74649 3.38742 -0.81411 -0.17
C -0.52891 0.73647 -0.53695 -0.26
O -1.56967 1.07248 -1.52027 -0.10
H 0.18918 1.53950 -0.37085 -0.01
H -1.06134 0.65802 0.41092 0.06
H -0.03274 -0.18647 -0.83712 0.09
H -1.85833 1.97485 -1.36538 -0.19
C -0.83632 4.08487 -2.66433 0.02
C 0.34358 3.78788 -1.68129 -0.34
C 1.65032 4.47824 -2.20107 -0.12
O 2.79060 4.18238 -1.42681 -0.25
C 3.91136 4.95342 -1.67900 -0.08
N -0.07883 4.28650 -0.40347 0.09
H -1.32295 5.05923 -2.62072 0.10
H -1.63353 3.39197 -2.39520 0.09
H -0.54623 3.86972 -3.69275 0.10
H 0.27313 2.70805 -1.55045 0.10
H 1.42061 5.54068 -2.28209 0.14
H 1.87130 4.10283 -3.20023 0.14
H 4.05100 4.97192 -2.75986 0.10
H 4.80831 4.53683 -1.22068 0.11
H 3.79997 5.96274 -1.28282 0.10
H -0.22114 5.27312 -0.24089 0.15
H 0.45755 3.96537 0.38980 0.12
C -2.02512 -5.25382 1.22306 -0.05
C -1.78860 -4.52632 -0.11434 -0.38
C -2.48850 -3.14244 -0.35167 -0.24
O -2.10019 -2.68927 -1.61930 -0.13
C -2.38495 -1.26122 -1.75967 -0.10
N -0.37760 -4.48008 -0.41945 0.04
H -3.06484 -5.16865 1.53900 0.07
H -1.48593 -4.72663 2.01011 0.04
H -1.70034 -6.28399 1.07683 0.08
H -2.22021 -5.24881 -0.80702 0.12
H -2.11136 -2.48805 0.43424 0.04
H -3.57417 -3.20780 -0.27991 0.10
H -1.69115 -0.62538 -1.20973 0.03
H -3.42949 -1.05877 -1.52292 0.07
H -2.24377 -1.02239 -2.81378 0.10
H -0.24656 -4.61469 -1.41183 0.07
H -0.04127 -3.54773 -0.22527 0.06
C 1.99727 -1.58664 -2.80451 -0.03
C 1.20416 -0.31965 -2.71023 -0.42
C 2.02871 0.99466 -2.56486 -0.12
O 2.91254 0.85475 -1.47284 -0.22
C 3.67531 1.96732 -1.27892 -0.13
N 0.15167 -0.31473 -3.70791 0.06
H 1.31820 -2.42696 -2.66017 0.08
H 2.69438 -1.52331 -1.96897 0.06
H 2.56551 -1.81421 -3.70641 0.09
H 0.54595 -0.39071 -1.84431 0.08
H 1.40711 1.88874 -2.51642 0.10
H 2.69005 0.96860 -3.43092 0.14
H 4.52967 1.98100 -1.95566 0.11
H 3.95613 1.93725 -0.22615 0.10
H 3.05018 2.85947 -1.31602 -0.01
H -0.35738 0.50400 -3.40680 0.05
H -0.46928 -1.10688 -3.62418 0.06
C 1.95812 -3.75078 4.10557 -0.07
C 0.97735 -3.58843 2.91194 -0.35
C 0.58989 -2.07443 2.58116 -0.17
O -0.42778 -2.04725 1.60260 -0.17
C -0.77947 -0.78033 0.99235 -0.17
N 1.62664 -4.23604 1.70654 0.03
H 1.37907 -3.78941 5.02824 0.06
H 2.62021 -2.88542 4.13528 0.05
H 2.54711 -4.65755 3.96785 0.07
H 0.15459 -4.27899 3.09712 0.10
H 1.45641 -1.67582 2.05354 0.05
H 0.11288 -1.62702 3.45317 0.13
H -1.48616 -0.77964 0.16247 0.04
H 0.04379 -0.31570 0.44970 0.06
H -1.28414 -0.11091 1.68898 0.10
H 0.94370 -4.83358 1.26310 0.02
H 1.91435 -3.46554 1.12031 0.00
C 4.72633 -0.61109 0.64125 -0.04
C 3.53148 -1.03033 1.52435 -0.36
C 2.64025 0.21492 1.85066 -0.20
O 2.23629 0.76154 0.68308 -0.17
C 1.18872 1.71570 0.65225 -0.10
N 2.75340 -1.88423 0.68994 0.02
H 5.45283 -1.42358 0.65462 0.08
H 5.16169 0.35978 0.87786 0.08
H 4.50961 -0.49526 -0.42069 0.07
H 3.84763 -1.59358 2.40236 0.14
H 3.26000 0.91973 2.40497 0.13
H 1.83195 -0.08142 2.51918 0.11
H 1.37334 2.45563 1.43105 0.13
H 0.18762 1.29674 0.75411 0.07
H 1.06214 2.34484 -0.22880 0.07
H 3.52172 -2.41655 0.30728 0.10
H 2.52237 -1.14160 0.04558 0.06
C -4.78587 -1.20675 0.04737 -0.03
C -3.41830 -0.76346 0.67201 -0.36
C -3.33902 0.59174 1.42932 -0.15
O -4.00796 0.43913 2.68919 -0.15
C -4.11660 1.66137 3.34942 -0.13
N -3.11569 -1.97874 1.43197 -0.02
H -5.14839 -0.53080 -0.72709 0.08
H -5.56394 -1.23713 0.81012 0.09
H -4.65884 -2.17005 -0.44660 0.07
H -2.61371 -0.72734 -0.06245 0.03
H -3.63411 1.35445 0.70869 0.11
H -2.29219 0.84850 1.59152 0.09
H -3.17093 1.96990 3.79509 0.09
H -4.77199 1.45068 4.19451 0.08
H -4.76116 2.41287 2.89346 0.09
H -3.94049 -2.26379 1.94047 0.11
H -2.54165 -1.71226 2.21908 0.10

***

Model x:
114
Properties=species:S:1:pos:R:3:lowdin_charge:R:1 method="wB97M-V/def2-TZVPD" multiplicity=1 smiles=COC[C@H](C)N.COC[C@H](C)N.COC[C@H](C)N.COC[C@H](C)N.COC[C@H](C)N.COC[C@H](C)N.CO.CO charge=0
C 0.97195 -3.38403 -1.04956 -0.11
O 1.98054 -3.29990 -2.02386 -0.17
C 2.87033 -4.38934 -1.92804 -0.24
C 3.77846 -4.39255 -3.11838 -0.45
C 4.68725 -5.61185 -3.13400 -0.06
N 4.57853 -3.14843 -3.09445 0.04
H 0.29729 -4.22277 -1.24518 0.09
H 0.36070 -2.47994 -1.11523 0.08
H 1.38710 -3.39029 -0.03779 0.07
H 3.49063 -4.29577 -1.01553 0.13
H 2.32408 -5.34007 -1.82725 0.13
H 3.13887 -4.40003 -4.01895 0.14
H 5.11904 -5.77265 -2.14534 0.08
H 5.49061 -5.45190 -3.85162 0.07
H 4.12470 -6.49599 -3.43316 0.08
H 5.09502 -3.05224 -3.96219 0.07
H 3.95178 -2.35027 -3.05467 0.06
C -0.32021 6.40362 2.71249 -0.12
O -1.55162 5.82730 3.06757 -0.19
C -2.48290 5.86321 2.00114 -0.22
C -3.59167 4.86208 2.21795 -0.43
C -3.02263 3.46069 2.45948 -0.06
N -4.46172 4.93554 1.02247 0.04
H 0.41132 6.15703 3.47772 0.08
H -0.38789 7.49636 2.64227 0.09
H 0.01647 5.98443 1.75657 0.08
H -2.88629 6.87856 1.91863 0.13
H -1.98220 5.59832 1.05392 0.12
H -4.17080 5.15704 3.09644 0.14
H -2.39777 3.42880 3.35608 0.07
H -2.45520 3.10791 1.59728 0.07
H -3.83857 2.75821 2.66418 0.07
H -3.90325 4.67970 0.20149 0.03
H -5.14762 4.18808 1.10369 0.07
C -1.31556 -3.88095 1.58115 -0.11
O -0.52237 -4.94377 1.12700 -0.22
C -0.57626 -6.07970 1.96949 -0.21
C 0.51559 -7.03175 1.52675 -0.43
C 1.88679 -6.37340 1.53821 -0.06
N 0.27442 -7.57629 0.17511 0.04
H -1.30412 -3.13119 0.78875 0.07
H -0.91674 -3.37517 2.46928 0.08
H -2.35948 -4.15410 1.78777 0.09
H -0.49601 -5.79355 3.02358 0.13
H -1.54842 -6.56685 1.79125 0.13
H 0.54824 -7.85849 2.24371 0.14
H 2.19527 -5.97312 2.50455 0.08
H 1.93233 -5.56355 0.80529 0.05
H 2.62575 -7.11095 1.21872 0.08
H 0.04226 -6.78677 -0.42461 0.06
H -0.55980 -8.15637 0.20326 0.07
C 4.33552 1.20383 4.75616 -0.12
O 3.37951 0.31721 4.25025 -0.23
C 3.96724 -0.73809 3.49917 -0.21
C 2.88010 -1.52465 2.84726 -0.45
C 1.97301 -2.15988 3.86835 -0.05
N 3.52314 -2.61742 2.07346 0.06
H 5.01866 0.71002 5.45632 0.09
H 3.81779 2.00160 5.29558 0.09
H 4.90990 1.70827 3.96591 0.09
H 4.63844 -0.30981 2.73950 0.13
H 4.57153 -1.36298 4.16831 0.14
H 2.31508 -0.88134 2.16546 0.11
H 1.54819 -1.41786 4.54695 0.08
H 2.57361 -2.84167 4.47306 0.09
H 1.15402 -2.69090 3.38486 0.06
H 4.17755 -2.22323 1.40160 0.07
H 2.80256 -3.07059 1.51849 0.04
C 1.16529 3.31326 -0.62998 -0.09
O 2.29377 3.02511 0.17196 -0.17
C 2.04049 2.04242 1.13371 -0.21
C 1.12780 2.51053 2.26940 -0.40
C 1.76452 3.62641 3.05938 -0.05
N 0.82208 1.34026 3.11040 0.06
H 1.52276 3.90162 -1.47160 0.09
H 0.43652 3.93231 -0.08719 0.08
H 0.67013 2.39791 -0.96776 0.08
H 1.65622 1.11679 0.67805 0.12
H 3.01257 1.76823 1.56374 0.13
H 0.17144 2.86737 1.87815 0.12
H 1.19685 3.82657 3.96927 0.08
H 1.88709 4.53557 2.47425 0.07
H 2.77313 3.33742 3.38013 0.07
H 1.66639 0.95835 3.54271 0.06
H 0.17040 1.55346 3.85688 0.10
C -1.74482 1.39194 -4.56905 -0.10
O -2.63266 2.32861 -5.14316 -0.20
C -3.25107 1.82569 -6.28035 -0.25
C -4.38991 2.73122 -6.66933 -0.46
C -5.43461 2.80651 -5.56122 -0.05
N -5.01413 2.21991 -7.88659 0.03
H -0.95771 1.09601 -5.27188 0.09
H -2.29116 0.50184 -4.23907 0.09
H -1.27489 1.85782 -3.70391 0.08
H -2.53982 1.71730 -7.11914 0.13
H -3.66934 0.80997 -6.14666 0.14
H -3.98263 3.74692 -6.80260 0.14
H -5.77260 1.79969 -5.30532 0.09
H -6.26770 3.43570 -5.87739 0.08
H -5.01852 3.24830 -4.65899 0.04
H -4.32093 2.21829 -8.63626 0.07
H -5.68269 2.91864 -8.20527 0.07
C -1.18138 -0.28268 0.72380 -0.17
O -0.17479 -0.77230 1.57568 -0.17
H -0.96965 0.74938 0.41093 0.06
H -1.23303 -0.93334 -0.14866 0.06
H -2.16891 -0.24236 1.20563 0.08
H 0.17454 -0.02369 2.11593 0.01
C -4.23746 3.00810 -2.08596 -0.14
O -3.33173 4.01077 -1.64528 -0.14
H -5.15507 3.43144 -2.50232 0.08
H -3.77989 2.40371 -2.87492 0.06
H -4.47840 2.35714 -1.25030 0.08
H -3.07859 4.53045 -2.41398 0.09

***

The least stable of the structures above is model w, whereas model x is the most stable.